(1)
The following is a DFT calculation (ωB97M-V/def2-TZVPD) of one molecule with the formula C6H7ClS at a distorted geometry.

Geometry (Å):
C1 2.2137 -1.3138 1.8128
C2 1.1347 -0.6276 1.4562
C3 1.1389 0.8748 1.2064
C4 2.0561 1.6951 1.7072
S1 -0.0978 1.5092 0.2174
C5 -0.4428 0.1965 -0.8794
C6 -1.6643 -0.2634 -1.0459
Cl1 -1.9643 -1.5899 -2.1272
H1 3.1851 -0.8664 2.0954
H2 2.1937 -2.4162 1.8640
H3 0.1796 -1.0721 1.3716
H4 2.2307 2.7007 1.3233
H5 2.7585 1.3604 2.4584
H6 0.3195 -0.2999 -1.4139
H7 -2.5273 0.1052 -0.5597

As for the energy above the lowest of the compared OMol25 structures with the same formula, charge and spin: 145.3 kJ/mol. For the LUMO energy, the calculation gives 0.4 eV. For the total energy, the calculation gives -1091.12340 Eh. As for the HOMO-LUMO gap: 8.83 eV.


(2)
The following is a DFT calculation (ωB97M-V/def2-TZVPD) of one molecule with the formula C5H7N at a distorted geometry.

Geometry (Å):
C1 -1.5312 -0.8408 0.2995
C2 -0.3508 0.0799 -0.1393
C3 -0.4815 1.4158 -0.6114
N1 -0.2253 2.5189 -0.8779
C4 1.3018 0.6176 0.4048
C5 0.9789 -0.5274 -0.4426
H1 -1.2086 -1.6111 1.0085
H2 -2.3972 -0.3341 0.7396
H3 -1.9362 -1.4127 -0.5637
H4 1.3555 0.6589 1.4758
H5 1.8940 1.4194 -0.0723
H6 1.1272 -1.4788 0.0470
H7 1.3048 -0.4753 -1.4749

As for the energy above the lowest of the compared OMol25 structures with the same formula, charge and spin: 321.5 kJ/mol. For the LUMO energy, the calculation gives 0.7 eV. For the total energy, the calculation gives -249.35078 Eh. As for the HOMO-LUMO gap: 9.26 eV.